[1]
This record from the OMol25 dataset describes a molecular structure, C37H31NO2P2PdSi at a distorted geometry. The level of theory is ωB97M-V with the def2-TZVPD basis set.

The geometry in ORCA input format:
```
! RIJCOSX wB97M-V def2-TZVPD def2/J DEFGRID3
* xyz 0 1
Pd 0.14294 0.79698 0.27090
C 2.09934 -0.30547 2.85079
Si 1.22774 -0.97388 1.29209
C -0.19649 -2.14672 1.75580
C 0.02948 -3.44900 2.20354
C -0.99023 -4.20400 2.75973
C -2.26002 -3.65888 2.88954
C -2.51542 -2.38794 2.40310
C -1.49744 -1.64130 1.80969
P -1.85089 0.03512 1.15461
C -2.68533 0.78203 2.57193
C -1.85054 1.27476 3.57568
C -2.39052 1.80116 4.73490
C -3.76861 1.83588 4.90243
C -4.60141 1.35518 3.90263
C -4.06655 0.83250 2.73560
C -3.08741 -0.20332 -0.13747
C -3.79722 0.91649 -0.57995
C -4.61626 0.82170 -1.69119
C -4.73514 -0.38571 -2.36768
C -4.00850 -1.49047 -1.94945
C -3.16608 -1.39617 -0.85317
C 2.58439 -1.64227 0.13950
C 3.07195 -2.94503 0.12806
C 4.13943 -3.30156 -0.68469
C 4.74273 -2.34969 -1.49047
C 4.25744 -1.04968 -1.51373
C 3.16985 -0.69921 -0.71997
P 2.37801 0.94744 -0.80832
C 1.00580 0.57381 -1.98204
C 0.73616 -0.68782 -2.52074
C -0.41966 -0.89981 -3.25237
C -1.34981 0.11858 -3.41326
C -1.10545 1.37050 -2.87170
C 0.07286 1.61354 -2.17961
C 3.51680 1.87615 -1.89241
C 4.54494 2.56916 -1.25106
C 5.40670 3.37165 -1.97796
C 5.22939 3.50537 -3.34821
C 4.20005 2.83001 -3.98746
C 3.33657 2.02245 -3.26341
H 2.68492 -1.08745 3.33813
H 1.37966 0.09168 3.56617
H 2.76768 0.50696 2.56507
H 1.02529 -3.87031 2.14522
H -0.78773 -5.20184 3.12694
H -3.04209 -4.22229 3.38153
H -3.50349 -1.95599 2.50964
H -0.77789 1.25130 3.41889
H -1.73979 2.18830 5.50764
H -4.19406 2.23816 5.81222
H -5.67536 1.38351 4.03502
H -4.71952 0.46341 1.95442
H -3.68066 1.85785 -0.05525
H -5.15826 1.69190 -2.03846
H -5.38928 -0.46061 -3.22693
H -4.08925 -2.42638 -2.48767
H -2.56875 -2.24535 -0.54485
H 2.61889 -3.70058 0.75679
H 4.50486 -4.32030 -0.68061
H 5.58507 -2.62380 -2.11229
H 4.73381 -0.31165 -2.14535
H 1.44847 -1.49364 -2.39811
H -0.60599 -1.87305 -3.68899
H -2.26414 -0.06228 -3.95956
H -1.82666 2.16719 -2.99720
H 0.32295 2.61707 -1.85212
H 4.65031 2.46392 -0.17721
H 6.20705 3.89876 -1.47578
H 5.89286 4.14483 -3.91523
H 4.07158 2.93232 -5.05714
H 2.52981 1.49770 -3.75894
O -1.19657 2.87557 0.28880
N -0.52845 3.42430 1.18439
O 0.39113 2.72824 1.63662
*
```

Calculated values
- LUMO level (eV) = -0.2
- max |F| (eV/Å) = 1.8
- relative energy (zero: lowest compared OMol25 entry of this formula, charge and spin) (kJ/mol) = 119.3

---

[2]
This record from the OMol25 dataset describes a molecular structure, C37H31NP2PtS2 at a distorted geometry. The level of theory is ωB97M-V with the def2-TZVPD basis set.

The geometry in ORCA input format:
```
! RIJCOSX wB97M-V def2-TZVPD def2/J DEFGRID3
* xyz -2 3
Pt 1.70282 -0.28053 0.47760
S 0.90015 -1.91569 2.13309
P -0.40659 -1.46831 0.58459
C 0.06279 -0.35450 -0.95670
P -0.30880 0.86731 -2.16926
S 1.31929 1.33192 -1.34854
C -0.42343 0.05499 -3.73487
C 0.24013 -1.14618 -4.02272
C 0.11004 -1.75190 -5.27501
C -0.67145 -1.15922 -6.26373
C -1.31791 0.04539 -6.00672
C -1.18893 0.64864 -4.75551
C -1.84260 1.61565 -1.67924
C -1.84582 2.92597 -1.16716
C -3.03710 3.56013 -0.81023
C -4.24977 2.89750 -0.96717
C -4.27069 1.60542 -1.48490
C -3.07758 0.97128 -1.84209
C -1.79285 -0.47093 1.20558
C -1.52132 0.80121 1.74026
C -2.53542 1.56577 2.31693
C -3.83417 1.06825 2.37321
C -4.11799 -0.19509 1.85846
C -3.10331 -0.96452 1.28368
C -1.11486 -2.91157 -0.28183
C -1.77052 -2.80894 -1.51712
C -2.34258 -3.92621 -2.13124
C -2.27929 -5.17051 -1.51295
C -1.64318 -5.29692 -0.28299
C -1.06790 -4.17902 0.32652
H 0.87315 -1.62127 -3.27533
H 0.62908 -2.68535 -5.48166
H -0.76558 -1.62920 -7.23954
H -1.91597 0.51938 -6.78137
H -1.69488 1.59833 -4.58337
H -0.90980 3.46682 -1.03253
H -3.01539 4.56791 -0.40268
H -5.17745 3.38582 -0.68005
H -5.21930 1.08759 -1.60435
H -3.13232 -0.03023 -2.25717
H -0.50485 1.19345 1.72880
H -2.30777 2.54533 2.72942
H -4.62285 1.66170 2.82778
H -5.12950 -0.58843 1.91991
H -3.35041 -1.96047 0.92570
H -1.85886 -1.85686 -2.02153
H -2.84122 -3.82328 -3.09219
H -2.72670 -6.04027 -1.98713
H -1.59430 -6.26618 0.20830
H -0.58793 -4.31326 1.29434
C 6.03095 -1.88605 3.39345
C 5.33921 -1.02666 4.24117
C 4.32216 -0.21035 3.73427
C 3.97789 -0.21533 2.36988
C 4.67903 -1.10900 1.54553
C 5.69744 -1.92963 2.04324
N 2.97626 0.52512 1.83228
C 2.84300 1.81783 2.22190
C 1.55445 2.33763 2.41984
C 1.34415 3.67212 2.78493
C 2.42770 4.52982 2.94694
C 3.71671 4.05055 2.73613
C 3.91691 2.71482 2.37080
H 6.81831 -2.52071 3.78282
H 5.57716 -0.98521 5.29805
H 3.77926 0.44465 4.41300
H 4.42432 -1.15615 0.48880
H 6.21967 -2.59908 1.36905
H 0.69855 1.67832 2.29140
H 0.33200 4.02987 2.93668
H 2.26885 5.56428 3.22865
H 4.57347 4.70549 2.84751
H 4.93010 2.35899 2.19360
H 2.83418 0.03777 -0.77522
*
```

Calculated values
- <S²> = 2.038
- LUMO level (spin up / spin down) (eV) = 4.5 / 4.5
- max |F| (eV/Å) = 5.6

---

[3]
This record from the OMol25 dataset describes a molecular structure, C37H32AsN5O8PRuS. The level of theory is ωB97M-V with the def2-TZVPD basis set.

The geometry in ORCA input format:
```
! RIJCOSX wB97M-V def2-TZVPD def2/J DEFGRID3
* xyz 0 6
Ru 0.15345 0.12073 0.01066
O -1.30347 -2.76469 -2.83052
C -0.93406 -1.69818 -2.39207
O -0.83358 -1.45200 -1.10948
C -0.53124 -0.52969 -3.28659
P 1.01917 0.15041 -2.58629
C 1.37570 1.68257 -3.47707
C 0.50174 2.21486 -4.42144
C 0.81313 3.40034 -5.07032
C 1.99943 4.05725 -4.78750
C 2.87505 3.53160 -3.85098
C 2.56163 2.35781 -3.19094
C 2.28656 -1.03803 -3.15626
C 2.25427 -2.32918 -2.62961
C 3.17179 -3.28284 -3.03761
C 4.14270 -2.95934 -3.97328
C 4.18176 -1.68101 -4.50554
C 3.25940 -0.72579 -4.10597
H -1.29339 0.24798 -3.17760
H -0.46141 -0.84430 -4.32727
H -0.42434 1.71162 -4.66247
H 0.12428 3.80925 -5.79668
H 2.23446 4.98821 -5.28521
H 3.79052 4.05403 -3.60894
H 3.22962 1.97233 -2.43136
H 1.50336 -2.60630 -1.89694
H 3.12469 -4.28031 -2.62132
H 4.86213 -3.70148 -4.29015
H 4.92917 -1.42235 -5.24370
H 3.29699 0.25835 -4.54457
O -0.82249 2.27702 -1.12568
As 0.56099 3.22922 -0.45421
O 0.91254 4.45806 -1.44537
O 1.54365 1.86636 -0.25748
C 0.22887 3.98044 1.31143
C 0.47288 5.34851 1.35889
C 0.42993 6.03365 2.56756
C 0.14247 5.35746 3.73631
C -0.11855 3.99226 3.70006
C -0.07191 3.31301 2.49762
S -0.47912 1.58814 2.50748
O -1.31950 1.43169 1.28923
O -1.13423 1.29402 3.74746
O 0.75429 0.82413 2.24744
H -1.67494 2.56947 -0.77514
H 0.70287 5.86183 0.43371
H 0.62261 7.09782 2.58732
H 0.10607 5.88632 4.67857
H -0.38243 3.45003 4.59609
N 0.96077 -3.25609 0.28505
C 2.04069 -2.53801 0.64838
C 3.17817 -3.18354 1.18176
C 4.27863 -2.43849 1.50869
C 4.25688 -1.05319 1.31794
C 3.11085 -0.48982 0.82041
N 2.01772 -1.20500 0.48780
H 0.98036 -4.25371 0.38204
H 0.14652 -2.81425 -0.12801
H 3.16171 -4.25618 1.31571
H 5.15623 -2.92447 1.91432
H 5.10359 -0.43102 1.56233
H 3.01243 0.57849 0.67199
N -4.72853 -3.49011 4.48828
C -5.10612 -4.14921 5.63852
C -6.34376 -4.54902 6.12924
C -6.34337 -5.20042 7.34586
C -5.15426 -5.44617 8.05111
C -3.93118 -5.04603 7.55968
C -3.91000 -4.38455 6.33213
N -2.84277 -3.87582 5.62031
C -3.36366 -3.35579 4.54329
C -2.58086 -2.68382 3.50201
C -3.13432 -2.23912 2.30391
C -2.32148 -1.59893 1.38559
N -1.02809 -1.37325 1.60226
C -0.49835 -1.79657 2.74806
C -1.22444 -2.46325 3.71461
H -5.33791 -3.14193 3.77164
H -7.26184 -4.36119 5.59054
H -7.28243 -5.53024 7.76836
H -5.20644 -5.96009 9.00093
H -3.01301 -5.22991 8.09841
H -4.17637 -2.38288 2.05644
H -2.71440 -1.25914 0.43732
H 0.54851 -1.56774 2.89860
H -0.76005 -2.79025 4.63181
*
```

Calculated values
- <S²> = 8.759
- LUMO level (spin up / spin down) (eV) = -0.2 / -1.3
- max |F| (eV/Å) = 0.4
- relative energy (zero: lowest compared OMol25 entry of this formula, charge and spin) (kJ/mol) = 0.0